C42H58BrN8O2 | ωB97M-V with the def2-TZVPD basis set

Output
Molar mass, g mol⁻¹: 786.884
Electronic energy, Ha: -4795.004299
HOMO level, hartree: -0.566
Frontier orbital gap, eV: 2.2
Total charge: +7
LUMO energy, Eh: -0.48455

```
111
Properties=species:S:1:pos:R:3:forces:R:3:lowdin_charge:R:1
Br 3.73860 -1.05861 2.92213 -0.08 0.13 -0.12 -0.9980
O 9.98885 -0.53606 -0.71474 0.83 -3.93 0.29 0.1395
O 4.52582 0.26338 10.70759 0.82 -4.42 -0.30 0.1505
N 3.76241 6.17030 -0.62477 -2.72 1.64 -1.68 -0.0818
N -2.51401 5.55617 2.88375 -0.46 0.35 -0.25 -0.0559
N 9.33347 -2.70596 -0.29175 -0.50 -0.86 -0.73 0.0871
N 4.90905 -1.84923 9.74049 1.07 0.03 0.85 0.1067
N -10.30813 -5.25684 2.54104 0.40 -0.65 0.22 -0.0955
N -0.60167 3.98209 -11.81951 -0.07 -0.97 0.85 -0.0725
N -1.17788 0.35412 -5.85242 2.08 0.33 -0.86 -0.0860
N -3.53422 -6.78501 3.66010 1.00 0.53 -0.99 -0.0778
C 4.07102 -1.56366 12.15557 -0.17 -0.74 0.45 0.0260
C -3.82847 5.32071 3.63782 0.38 0.21 -0.99 0.0786
C -0.83384 1.61155 -8.31560 -0.04 -0.12 0.95 -0.1249
C 0.08583 0.84851 -6.22911 -1.68 0.04 0.76 0.0519
C 3.71773 5.51792 0.53397 0.89 0.02 0.38 0.0188
C -2.17165 0.32862 -6.72615 0.55 0.64 -1.22 0.0275
C 6.35734 -2.37904 10.04084 -1.05 -0.48 -1.44 0.0833
C 4.56578 -0.96584 10.88676 -2.05 4.99 0.74 -0.3857
C 8.71098 -3.27828 -1.56488 0.50 -0.61 0.19 0.0540
C -8.35560 -4.89120 3.84893 -1.15 -0.55 -0.72 0.0910
C -4.35776 -7.76547 3.36861 -1.41 -0.39 -0.90 0.0118
C 0.24452 1.48170 -7.42442 -0.45 0.47 -0.54 0.0417
C 0.37748 2.26408 -10.42621 -0.80 0.85 -2.33 0.0734
C 10.38466 -1.69353 -0.53418 0.76 5.03 0.23 -0.3412
C 1.34320 5.87605 0.74953 -1.40 -0.04 1.13 -0.0652
C -1.36024 6.08144 0.84219 1.47 -0.68 1.00 0.0550
C -7.66943 -5.83189 3.04024 1.36 1.17 1.97 -0.1350
C -1.33266 5.34639 3.47565 -1.13 -0.30 0.91 0.0121
C -0.08672 5.78974 1.46321 0.14 -0.28 -0.63 -0.0417
C -8.27315 -6.30126 1.93363 -1.08 -0.75 -1.74 0.0320
C -2.10302 -7.08154 3.46220 0.55 -0.57 0.40 0.0484
C -11.69182 -4.94466 2.15738 -0.01 0.05 0.16 0.0629
C -9.60198 -6.02321 1.71189 0.07 -0.29 -0.39 0.0273
C -2.52828 5.96820 1.59190 0.56 -0.16 -0.24 0.0175
C -0.35978 4.87873 -12.97085 -0.58 0.27 -0.42 0.0401
C -3.96255 -5.51944 3.74177 0.28 0.89 0.67 0.0076
C -2.02506 0.99113 -7.95611 -0.49 -0.02 0.07 0.0722
C -1.40846 -0.20820 -4.51587 1.16 0.35 0.02 0.0392
C 2.55399 5.32180 1.25806 -1.03 0.52 -0.72 0.0709
C -0.67498 2.48093 -9.51347 0.31 -0.30 -0.38 -0.1411
C -0.14977 5.40164 2.80501 1.20 0.72 -0.76 0.0339
C -1.61793 4.20297 -10.92766 1.68 -0.64 0.39 0.0666
C -9.73304 -4.64223 3.57717 2.01 -0.21 0.39 0.0555
C 2.62165 6.74785 -1.10737 -0.76 -1.22 0.87 0.0405
C 0.35677 2.98592 -11.65258 -1.46 1.62 2.45 0.0758
C 11.89182 -2.07263 -0.41778 -1.77 0.04 -0.89 0.0536
C -6.22696 -6.20736 3.30427 1.18 0.13 0.28 -0.0740
C -5.69806 -7.50748 3.13398 -0.93 0.39 0.70 0.0738
C 4.93588 6.33106 -1.52791 -0.08 -1.53 0.76 0.0620
C 1.40185 6.61479 -0.42230 1.34 0.17 -0.80 0.0350
C -1.60563 3.50277 -9.71316 -0.01 -0.43 -1.15 0.0536
C -5.28396 -5.19841 3.67151 -2.06 -1.21 -0.43 0.0547
H 1.11410 2.06416 -7.69082 0.53 -0.48 0.37 0.1422
H 2.66792 7.14777 -2.10952 0.11 0.40 0.17 0.1498
H -1.43922 5.15166 4.53258 0.46 -0.25 0.08 0.1593
H 8.17697 -4.15817 -1.20609 -0.29 0.17 -0.39 0.1127
H 12.43393 -1.23486 -0.85639 -0.06 -0.04 0.23 0.1060
H -2.34565 3.66929 -8.94437 -0.22 0.21 -0.23 0.1365
H 8.07124 -2.50394 -1.98824 0.10 -0.20 0.10 0.1130
H -2.34662 4.96490 -11.16190 0.09 0.08 -0.12 0.1571
H -1.91631 -8.11045 3.76974 -0.09 0.12 0.28 0.1147
H -1.43817 6.30320 -0.21193 -0.08 0.27 0.08 0.1196
H 3.25162 -2.26367 11.99221 -0.11 -0.12 -0.43 0.1039
H 4.20816 -2.55625 9.57026 -0.11 -0.90 0.60 0.1782
H 0.53734 7.08569 -0.86647 -0.03 0.02 0.08 0.1246
H 1.13805 3.01282 -12.39775 0.00 -0.47 -0.07 0.1560
H -5.71844 -4.22908 3.86650 0.74 0.36 -0.15 0.1273
H 2.61914 4.73234 2.16066 -0.06 0.04 0.05 0.1349
H -3.91220 -8.71585 3.11435 -0.11 -0.22 0.46 0.1639
H 4.78560 -2.15581 12.72725 0.34 0.19 -0.10 0.1069
H -7.79823 -4.39650 4.63061 -0.50 0.06 0.31 0.1280
H -6.33081 -8.36282 2.94841 -0.13 0.03 -0.30 0.1441
H -3.47718 6.21522 1.13916 -0.15 -0.16 0.14 0.1514
H -7.74999 -6.82963 1.15034 0.06 -0.36 0.19 0.1486
H 6.96891 -1.48572 10.16758 0.03 -0.35 0.16 0.1209
H -12.31032 -4.74683 3.03284 0.27 0.37 -0.05 0.1226
H 12.07589 -2.95313 -1.03335 0.19 -0.20 0.23 0.0949
H -10.39429 -3.96124 4.09234 0.32 0.06 0.41 0.1580
H 8.49577 -2.36313 0.15636 0.01 1.11 0.66 0.1792
H 0.87876 0.83330 -5.49601 -0.17 -0.24 0.17 0.1460
H 12.18036 -2.23192 0.62119 -0.09 -0.08 -0.01 0.1065
H -1.89524 -7.08172 2.39218 0.13 0.54 0.10 0.1228
H 4.63015 6.11292 -2.55117 -0.27 0.61 0.07 0.1103
H -11.48686 -4.08334 1.52161 -1.26 -0.01 -0.25 0.1293
H 9.47568 -3.60059 -2.27160 0.04 0.19 0.15 0.1139
H -0.44186 4.27582 -13.87520 0.75 0.08 -0.03 0.1258
H -1.47894 -6.42607 4.06963 -0.10 0.08 -0.35 0.1176
H -12.13218 -5.82533 1.68981 0.13 0.34 -0.39 0.1222
H -10.11888 -6.39815 0.84089 -0.07 -0.04 0.00 0.1626
H 5.50291 5.43101 -1.29028 1.05 0.72 0.15 0.1120
H -4.54821 5.97450 3.14524 -0.05 -0.03 0.38 0.1064
H 9.67692 -3.42282 0.33137 0.37 -0.68 0.00 0.1805
H 4.70600 5.22771 0.85881 -0.12 -0.51 0.38 0.1618
H -2.01962 -1.09923 -4.65957 0.18 0.10 0.59 0.1179
H -3.21876 -4.74450 3.85421 0.19 -0.15 0.24 0.1556
H -0.40464 -0.37146 -4.12370 -0.26 -0.77 0.16 0.1045
H -4.13473 4.28466 3.49325 0.21 0.04 -0.13 0.1099
H 0.57959 5.38187 -12.74163 0.11 -0.22 -0.64 0.1241
H -3.75891 5.50948 4.70910 0.37 0.30 -0.26 0.1146
H -2.90050 1.06312 -8.58445 -0.01 -0.19 -0.19 0.1437
H -1.81088 0.56086 -3.85654 -0.57 -0.17 -0.24 0.1149
H 1.15904 1.51964 -10.38911 -0.14 -0.22 0.58 0.1391
H 3.65370 -0.78459 12.79354 0.39 0.12 -0.18 0.1147
H 4.81046 -1.29025 8.90507 0.81 0.68 -0.49 0.1776
H 6.62189 -2.97233 9.16556 0.30 0.37 -0.07 0.1058
H 5.34807 7.32720 -1.36696 0.43 -0.42 -0.14 0.1317
H 6.32991 -3.10309 10.85516 -0.17 0.61 0.30 0.1111
H -1.10914 5.65623 -13.11937 -0.24 -0.16 0.64 0.1157
H -3.03849 -0.25160 -6.44628 -0.28 0.33 -0.04 0.1588
H 0.77559 5.25520 3.34230 -0.12 -0.17 0.23 0.1323
```
Positions in Å, forces in eV/Å.